(1)
Formula: C11H53N15O15
Source: the Open Molecules 2025 dataset
Level of theory: ωB97M-V with the def2-TZVPD basis set

```
94
Properties=species:S:1:pos:R:3:mulliken_charge:R:1
O 7.155 -2.951 4.063 -0.27
O 1.155 3.370 -7.187 -0.64
O 0.493 -9.886 -3.414 -0.63
O -8.132 -0.467 -3.607 -0.62
O 0.237 -3.438 4.658 -0.64
O -1.635 -2.129 -6.844 -0.64
O 3.555 -4.477 -1.520 -0.62
O -3.905 5.542 -2.653 -0.64
O -5.050 -4.932 -1.254 -0.64
O -0.566 1.653 3.727 -0.63
O -4.933 3.433 3.708 -0.67
O 1.747 6.672 0.365 -0.65
O 3.358 -5.856 3.474 -0.63
O 5.799 -0.713 -2.251 -0.65
O -1.338 -2.024 -1.452 -0.63
N -0.037 4.745 -5.931 -0.38
N -0.117 -1.122 0.120 -0.42
N -0.472 2.693 -5.762 -0.34
N 2.890 4.738 0.448 -0.35
N -4.819 7.445 -3.080 -0.35
N -1.926 -0.072 -0.641 -0.37
N -7.172 0.986 -2.256 -0.41
N -4.880 6.714 -1.086 -0.41
N -0.059 -7.874 -2.433 -0.39
N -7.083 3.762 3.483 -0.41
N 6.558 -0.960 7.268 -0.67
N -0.211 -8.258 -4.630 -0.40
N -7.278 1.491 -4.336 -0.40
N -6.445 2.481 5.070 -0.41
N 3.886 6.338 -0.218 -0.41
C 8.355 -3.140 3.282 -0.89
C 2.751 6.003 0.264 0.67
C 6.177 -1.732 6.066 0.39
C 0.287 3.565 -6.366 0.66
C -1.137 -1.110 -0.744 0.65
C -7.509 0.543 -3.427 0.58
C 5.290 -0.913 5.102 -1.23
C -4.489 6.508 -2.310 0.61
C -6.084 3.176 4.019 0.71
C 7.462 -2.252 5.326 -0.85
C 0.139 -8.734 -3.443 0.64
H 4.238 -0.903 5.386 0.33
H 9.199 -3.592 3.803 0.33
H 5.616 -1.429 -1.643 0.32
H 5.608 -2.540 6.525 0.20
H -1.328 2.204 3.550 0.33
H -0.629 1.448 4.660 0.31
H 3.537 -6.773 3.684 0.32
H -1.494 0.724 -0.194 0.19
H -6.706 2.316 -4.224 0.19
H -0.720 -7.119 -2.548 0.19
H 5.747 0.074 5.031 0.34
H -1.025 3.002 -4.976 0.16
H -2.579 -2.067 -6.993 0.32
H -7.073 1.952 -1.982 0.20
H -0.671 -7.360 -4.586 0.16
H -4.584 7.379 -4.060 0.22
H 4.151 -5.065 -1.984 0.31
H 0.205 -8.137 -1.495 0.22
H -7.526 0.557 -1.413 0.24
H 0.267 5.530 -6.489 0.21
H -7.480 1.180 -5.275 0.22
H 4.080 7.234 -0.642 0.22
H -7.378 2.683 5.399 0.16
H -7.997 3.412 3.733 0.18
H -0.059 -8.849 -5.435 0.21
H 8.169 -2.818 5.931 0.48
H -4.603 6.052 -0.376 0.23
H -0.507 -3.444 4.057 0.31
H -5.796 2.001 5.677 0.22
H 8.869 -2.231 2.967 0.36
H -0.670 1.797 -6.185 0.19
H 3.002 -5.058 -0.998 0.31
H 2.067 4.225 0.733 0.20
H 5.306 -1.444 4.150 0.32
H -6.858 4.482 2.812 0.22
H 8.105 -1.415 5.052 0.39
H 0.504 -1.917 0.179 0.21
H -5.815 -4.356 -1.290 0.32
H 0.905 -3.964 4.219 0.32
H -2.831 -0.144 -1.085 0.20
H -0.096 -0.525 0.935 0.16
H 3.815 4.350 0.336 0.17
H -1.530 -1.986 -5.903 0.32
H -4.967 7.688 -0.835 0.18
H 7.523 -0.671 7.194 0.24
H 4.160 -5.394 3.715 0.32
H -0.734 4.901 -5.217 0.14
H 8.287 -3.819 2.433 0.29
H 4.544 5.658 -0.572 0.16
H 4.979 -0.591 -2.731 0.32
H -4.303 -4.346 -1.373 0.32
H -5.143 8.327 -2.709 0.16
H 6.204 -0.033 7.454 0.24
```

Its HOMO-LUMO gap is 0.3376 Eh. As for the molar mass: 635.63 g/mol.

(2)
Formula: H12IO6
Source: the Open Molecules 2025 dataset
Level of theory: ωB97M-V with the def2-TZVPD basis set

```
19
Properties=species:S:1:pos:R:3:mulliken_charge:R:1
I -0.064 -0.189 0.011 -0.53
O -1.901 -1.247 3.087 -0.66
O -0.287 -0.036 -3.728 -0.63
O 3.304 -0.824 -0.781 -0.62
O -0.577 2.123 2.759 -0.66
O 1.272 3.365 -0.897 -0.63
O -1.487 -3.362 -0.636 -0.65
H -2.421 -3.173 -0.545 0.31
H -1.489 -0.945 2.277 0.22
H -0.097 0.093 -2.798 0.30
H 0.988 4.000 -0.239 0.30
H -1.447 2.329 2.417 0.34
H 2.362 -0.664 -0.845 0.29
H -1.058 -2.516 -0.509 0.21
H 3.687 0.043 -0.647 0.31
H -0.083 -0.958 -3.888 0.31
H 0.919 2.529 -0.593 0.29
H -0.255 1.424 2.190 0.19
H -1.367 -1.992 3.364 0.30
```

Its HOMO-LUMO gap is 0.3197 Eh. Its energy relative to the best compared isomer or geometry (same formula, charge and spin) is 0.253 eV. Its net charge is -1. As for the molar mass: 234.99 g/mol.

(3)
Formula: C23H43N3O7S3
Source: the Open Molecules 2025 dataset
Level of theory: ωB97M-V with the def2-TZVPD basis set

```
79
Properties=species:S:1:pos:R:3:mulliken_charge:R:1
S -3.035 -0.757 3.556 1.18
S 0.718 -2.210 -5.557 1.07
S -0.811 -4.444 0.409 1.19
O -1.674 -5.420 -0.218 -0.71
O 1.147 -2.332 -4.182 -0.58
O 5.312 4.021 0.651 -0.55
O -3.255 0.615 3.959 -0.72
O -3.052 -1.167 2.170 -0.60
O -0.382 -4.565 1.788 -0.67
O -0.145 -3.184 -6.185 -0.70
N 3.564 -0.323 2.195 -0.60
N 1.061 0.580 -2.034 -0.55
N -2.188 4.567 0.312 -0.54
C -0.928 2.077 2.086 -0.82
C 3.320 2.813 -0.155 -0.70
C -3.281 -2.990 4.895 -0.52
C 4.065 3.398 1.146 0.12
C 1.572 1.523 1.475 0.52
C 1.451 1.357 -1.184 -0.19
C 0.024 -0.582 -5.815 -0.54
C -1.527 -1.359 4.309 -0.46
C 2.154 -1.978 -6.591 -0.73
C 0.220 -3.106 -1.588 -0.66
C 1.812 2.303 0.091 0.84
C -2.872 3.716 1.354 -0.64
C 0.069 0.890 1.612 0.40
C -2.266 2.204 1.191 -0.27
C 1.748 -0.871 -7.555 -0.59
C -4.146 -1.811 4.470 -0.89
C 3.266 4.570 1.914 -1.08
C -1.506 -2.817 0.150 0.45
C 1.014 0.169 -6.707 -0.65
C -0.516 -2.066 -0.741 -0.22
C 2.683 0.431 1.833 -0.42
C 0.625 -4.212 -0.623 -0.88
C -1.954 -2.387 5.358 -0.77
H 1.449 -3.891 0.019 0.39
H 3.937 1.892 -0.507 0.25
H -3.107 -3.655 4.042 0.26
H 0.206 -1.528 -0.118 -0.15
H -3.074 1.428 1.466 0.15
H -2.842 5.286 -0.053 0.22
H -0.945 -0.702 -6.305 0.39
H 1.085 3.186 0.034 0.37
H -0.271 0.342 0.669 -0.28
H 1.073 -1.269 -8.319 0.29
H 4.971 4.833 0.186 0.37
H -2.097 -1.890 6.324 0.31
H -4.988 -2.100 3.840 0.41
H -4.017 3.741 1.285 0.41
H 1.622 2.325 2.314 -0.02
H -1.187 -3.153 5.493 0.34
H 4.076 5.201 2.460 0.37
H 0.880 -5.146 -1.123 0.48
H 0.061 0.112 2.474 0.08
H -2.474 -2.938 -0.340 0.38
H -2.593 4.074 2.427 0.22
H 2.408 -2.912 -7.091 0.40
H -1.636 -2.323 1.112 -0.59
H -1.336 5.008 0.693 0.18
H 0.502 0.908 -7.328 0.33
H -0.106 -0.087 -4.852 0.26
H -2.056 2.062 0.056 0.34
H -3.759 -3.574 5.685 0.38
H -4.501 -1.249 5.338 0.36
H -0.422 3.125 2.063 0.41
H 3.343 3.599 -1.008 0.40
H -1.269 1.870 3.177 0.23
H 2.616 -0.442 -8.061 0.35
H -0.989 -0.524 4.759 0.42
H -0.455 -3.503 -2.353 0.33
H 2.979 -1.658 -5.949 0.35
H 1.085 -2.678 -2.093 0.33
H 4.426 2.547 1.844 0.25
H 2.779 5.260 1.136 0.25
H 1.736 0.707 -6.084 0.28
H -1.027 -1.327 -1.363 0.49
H 2.552 4.208 2.735 0.29
H -0.918 -1.816 3.526 0.24
```

As for the SMILES: C[C@H](O)C[C@@H](C#N)[C@H](C#N)CCCCN.O=S1(=O)CCCC1.O=S1(=O)CCCC1.O=S1(=O)CCCC1. Its HOMO-LUMO gap is 0.3563 Eh. Its energy relative to the best compared isomer or geometry (same formula, charge and spin) is 3.680 eV. As for the molar mass: 569.81 g/mol.